P:
8
Properties=species:S:1:pos:R:3 method="wB97M-V/def2-TZVPD" spin_multiplicity=1 orbital_gap_ev="8.1 / 5.6"
C -1.7073 -0.1773 -0.3661
O 1.7582 0.6209 2.1193
P 1.0874 0.4884 0.8488
Cl -1.2253 -1.3699 -1.4091
Br 1.9050 1.8300 -0.8715
Br 1.8823 -1.5947 -0.1869
H -1.8720 0.7019 -0.7722
H -1.8283 -0.4994 0.6378

Q:
8
Properties=species:S:1:pos:R:3 method="wB97M-V/def2-TZVPD" spin_multiplicity=1 orbital_gap_ev=9.3 smiles="O=P(Br)(Br)CCl"
C -1.1679 -0.0929 0.4603
O 0.7787 -0.0034 -2.1531
P 0.7896 0.0270 -0.6807
Cl -1.1749 0.2634 2.1217
Br 1.9581 -1.6301 0.1564
Br 1.9008 1.7940 0.0801
H -1.2359 -1.0093 0.1279
H -1.8484 0.6514 -0.1126

Which structure is the most stable? The one labeled Q.

P:
13
Properties=species:S:1:pos:R:3 method="wB97M-V/def2-TZVPD" spin_multiplicity=1 orbital_gap_ev=6.8 total_charge=-1 smiles=CNCC[O-]
C 0.5160 1.4913 -0.4429
N -0.2487 0.4144 -1.0169
C 0.0943 -0.8840 -0.4561
C -0.4768 -1.0643 0.9978
O -1.6110 -0.3912 1.2050
H -0.0640 2.4198 -0.4548
H 1.4636 1.7228 -0.9690
H 0.7853 1.3257 0.6088
H -1.2239 0.5647 -0.7628
H 1.1892 -0.9547 -0.4141
H -0.2419 -1.6635 -1.1402
H 0.3619 -0.7985 1.7072
H -0.5439 -2.1824 1.1379

Q:
13
Properties=species:S:1:pos:R:3 method="wB97M-V/def2-TZVPD" spin_multiplicity=1 orbital_gap_ev=6.3 total_charge=-1 smiles=CNCC[O-]
C 0.1517 -1.4649 -1.0913
N -0.3142 -0.0832 -0.9590
C -0.6463 0.2818 0.4285
C 0.2741 1.3749 1.0287
O -0.1322 2.6177 0.8413
H 0.2651 -1.6975 -2.1579
H -0.5740 -2.1489 -0.6407
H 1.0865 -1.6521 -0.5573
H 0.4923 0.4935 -1.1838
H -0.6122 -0.6098 1.0672
H -1.6419 0.7272 0.4982
H 1.2928 1.0911 0.6008
H 0.3583 1.0703 2.1256

R:
13
Properties=species:S:1:pos:R:3 method="wB97M-V/def2-TZVPD" spin_multiplicity=1 orbital_gap_ev=6.7 total_charge=-1
C -0.3857 -0.8357 -2.3211
O -1.1403 -1.0255 -1.2126
H -0.9928 -0.1138 -3.1802
H 0.6408 -0.2911 -2.2054
H -0.1463 -1.7039 -2.9245
C 1.2703 0.4279 1.4599
C -1.0661 0.6094 1.6109
N 0.0580 0.6156 2.2416
H 2.1512 0.2770 2.0987
H 1.6471 1.4348 1.0198
H 1.1097 -0.2289 0.6937
H -1.9763 0.3712 2.2134
H -1.1696 0.4631 0.5058

S:
13
Properties=species:S:1:pos:R:3 method="wB97M-V/def2-TZVPD" spin_multiplicity=1 orbital_gap_ev=7.0 total_charge=-1
C 2.4040 0.2262 0.2027
O 1.4672 0.4204 -0.7468
H 3.0773 1.0935 0.3913
H 1.9735 0.0059 1.2275
H 3.1091 -0.6433 0.0506
C -1.7550 0.6583 -0.5436
C -0.8468 -1.0281 0.6652
N -1.9071 -0.3569 0.4910
H -1.7564 1.6684 -0.1265
H -2.5289 0.6423 -1.3146
H -0.7885 0.5870 -1.0597
H -0.9061 -1.7325 1.4956
H 0.0824 -0.8580 0.1013

Which structure is the most stable? The one labeled P.

P:
13
Properties=species:S:1:pos:R:3 method="wB97M-V/def2-TZVPD" spin_multiplicity=1 orbital_gap_ev=6.2 total_charge=-1
C 2.1700 0.7851 -0.4563
O 0.9542 1.4691 -0.6042
H 2.3727 -0.0153 -1.1759
H 2.1905 0.2621 0.5004
H 2.9751 1.5225 -0.4837
C -2.4137 -0.3948 0.2689
C -1.2311 -1.0875 0.1088
N -0.0641 -0.9633 0.7347
H -2.5907 0.2220 1.1452
H -3.1845 -0.4711 -0.4870
H -1.2811 -1.8022 -0.7061
H -0.1870 -0.3184 1.5115
H 0.2896 0.7918 -0.3562

Q:
13
Properties=species:S:1:pos:R:3 method="wB97M-V/def2-TZVPD" spin_multiplicity=1 orbital_gap_ev=6.5 total_charge=-1 smiles=NCCC[O-]
C -0.8194 0.5719 -0.7556
C -0.1661 -0.0998 0.4802
C 1.4462 -0.4038 0.2844
O 1.8982 -1.5967 0.2116
N -2.1411 1.1981 -0.3160
H -1.0713 0.0122 -1.6362
H -0.1507 1.4342 -0.9965
H -0.1513 0.6368 1.3208
H -0.6187 -1.0410 0.6605
H 1.9184 0.1984 1.2621
H 1.7652 0.3187 -0.5419
H -2.8018 0.4664 0.0167
H -1.8524 1.9517 0.3797

R:
13
Properties=species:S:1:pos:R:3 method="wB97M-V/def2-TZVPD" spin_multiplicity=1 orbital_gap_ev=7.1 total_charge=-1
C 0.5197 0.6320 -0.3099
O 1.7068 0.8757 0.3847
C -1.0460 -0.2257 -0.1877
C 0.1498 -0.9312 0.2011
N -2.2036 -0.1622 0.5784
H -0.0095 1.6017 -0.3148
H 0.7840 0.4960 -1.3799
H -1.3544 -0.0808 -1.2158
H 2.7602 -1.5869 -2.3056
H 0.7131 -1.5973 -0.4336
H 0.4782 -0.8891 1.2275
H 3.3086 -1.2022 -1.9810
H -2.2395 0.6063 1.2456

Which structure is the most stable? The one labeled P.

P:
63
Properties=species:S:1:pos:R:3 method="wB97M-V/def2-TZVPD" spin_multiplicity=1 orbital_gap_ev=8.5 smiles="COc1ccc(CN2CCNC(=O)[C@H]2CC(=O)NCCCn2nnc3ccccc32)cc1C"
C -6.5884 -0.1365 0.4078
H -7.3182 -0.9112 0.6400
O -5.4557 -0.8118 -0.0712
C -4.3569 -0.0791 -0.4209
C -4.2940 1.3069 -0.3803
C -3.1324 1.9650 -0.7534
C -2.0231 1.2547 -1.1809
C -2.1032 -0.1335 -1.2373
C -3.2435 -0.8136 -0.8591
C -3.2877 -2.3077 -0.8598
H -4.2679 -2.6631 -1.1669
H -2.5237 -2.7130 -1.5186
H -3.1019 -2.6583 0.1554
H -1.2475 -0.6970 -1.5813
C -0.7249 1.9429 -1.5179
N 0.1113 2.2865 -0.3783
C -0.1150 3.5130 0.3383
C 1.2591 3.9888 0.8194
N 1.9793 2.8945 1.4343
C 1.7504 1.5861 1.2583
O 2.4758 0.7424 1.7705
C 0.4926 1.2091 0.4937
C -0.5545 0.7564 1.5556
H -1.5522 1.0750 1.2544
C -0.6070 -0.7529 1.7553
O -1.6558 -1.3487 1.9032
N 0.5954 -1.3622 1.7749
H 1.4413 -0.7970 1.7590
C 0.6994 -2.7828 2.0114
H -0.1774 -3.0784 2.5967
C 0.7044 -3.6054 0.7177
H 0.5642 -4.6555 0.9765
H -0.1344 -3.2887 0.0964
C 1.9974 -3.4807 -0.0917
N 2.0920 -2.2218 -0.7771
C 3.0464 -1.2551 -0.6896
C 4.2003 -1.0867 0.0669
C 4.9003 0.0790 -0.1306
C 4.4768 1.0574 -1.0428
C 3.3412 0.9033 -1.7990
C 2.6208 -0.2778 -1.6238
N 1.4659 -0.7312 -2.1891
N 1.1799 -1.8616 -1.6840
H 3.0033 1.6526 -2.4961
H 5.0663 1.9571 -1.1437
H 5.7994 0.2566 0.4401
H 4.5247 -1.8255 0.7832
H 2.0257 -4.2783 -0.8425
H 2.8707 -3.5769 0.5577
H 1.6037 -2.9807 2.5927
H -0.3293 1.2086 2.5263
H 0.7155 0.3538 -0.1442
H 2.8275 3.1259 1.9345
H 1.8312 4.3595 -0.0402
H 1.1589 4.7984 1.5487
H -0.7938 3.3954 1.1980
H -0.5386 4.2619 -0.3320
H -0.1278 1.2796 -2.1528
H -0.9133 2.8701 -2.0652
H -3.0995 3.0451 -0.7063
H -5.1405 1.8910 -0.0535
H -6.3656 0.4312 1.3176
H -7.0088 0.5383 -0.3467

Q:
63
Properties=species:S:1:pos:R:3 method="wB97M-V/def2-TZVPD" spin_multiplicity=1 orbital_gap_ev=8.6 smiles=COCCn1nnnc1[C@@H](c1ccc(C)cc1)N1CCN(Cc2ccc3c(c2)OCO3)CC1
C 0.1646 5.5829 1.1386
H 1.1444 5.3569 1.5514
O 0.0878 4.9123 -0.0939
C -1.1350 5.1172 -0.7591
C -1.1287 4.3067 -2.0584
N -1.6751 2.9914 -1.8976
C -1.2384 1.8910 -1.2256
N -2.1353 0.9460 -1.3995
N -3.0956 1.4614 -2.1556
N -2.8485 2.6628 -2.4573
C 0.0473 1.8116 -0.4711
N 0.7492 0.5469 -0.6231
C 1.1016 0.2467 -1.9968
C 2.0576 -0.9419 -2.0145
N 1.4072 -2.0928 -1.4248
C 1.0324 -1.7882 -0.0569
C 0.0770 -0.6015 -0.0371
H -0.1899 -0.3617 0.9936
H -0.8362 -0.8574 -0.5924
H 0.5403 -2.6628 0.3726
H 1.9216 -1.5469 0.5545
C 2.2175 -3.2935 -1.5115
C 1.4193 -4.5174 -1.1477
C 1.9545 -5.5040 -0.3363
C 1.2411 -6.6550 -0.0051
C -0.0277 -6.7697 -0.5144
C -0.5768 -5.7769 -1.3287
C 0.1247 -4.6471 -1.6618
H -0.2977 -3.8744 -2.2803
O -1.8460 -6.1431 -1.6949
C -2.0815 -7.3916 -1.0834
O -0.9404 -7.7806 -0.3495
H -2.9467 -7.3135 -0.4049
H -2.2968 -8.1469 -1.8568
H 1.6620 -7.4207 0.6245
H 2.9546 -5.3851 0.0529
H 3.1180 -3.2306 -0.8734
H 2.5525 -3.3902 -2.5505
H 2.3252 -1.1766 -3.0480
H 2.9776 -0.6683 -1.4657
H 1.5961 1.1179 -2.4372
H 0.2150 -0.0054 -2.6016
C -0.1412 2.1211 1.0003
C -1.3866 2.2429 1.5954
C -1.4934 2.5434 2.9438
C -0.3634 2.7195 3.7279
C 0.8843 2.5800 3.1278
C 0.9947 2.2880 1.7837
H 1.9655 2.1806 1.3250
H 1.7760 2.7070 3.7253
C -0.4709 3.0355 5.1888
H -0.1836 2.1668 5.7812
H -1.4886 3.3091 5.4555
H 0.1955 3.8542 5.4550
H -2.4739 2.6381 3.3891
H -2.2871 2.0926 1.0178
H 0.7120 2.5879 -0.8784
H -0.0967 4.2394 -2.4155
H -1.7484 4.7944 -2.8132
H -1.9776 4.8094 -0.1209
H -1.2581 6.1855 -0.9947
H -0.6096 5.2299 1.8292
H 0.0589 6.6663 1.0045

Which structure is the most stable? The one labeled P.

P:
7
Properties=species:S:1:pos:R:3 method="wB97M-V/def2-TZVPD" spin_multiplicity=1 orbital_gap_ev=7.5
O -0.3246 -0.3080 0.7547
O -2.6151 0.3890 -0.0226
O 1.6589 -1.5307 -1.2392
P -1.6776 -0.8592 0.5255
Cl -1.9233 1.9633 -0.2798
Br 2.5393 -1.0424 0.0330
I 2.3425 1.3880 0.2283

Q:
7
Properties=species:S:1:pos:R:3 method="wB97M-V/def2-TZVPD" spin_multiplicity=1 orbital_gap_ev=7.1
O 0.4102 -1.2107 1.0477
O 1.3432 0.9074 -0.1136
O -1.3374 0.0455 -1.0712
P 0.1852 0.1686 0.6437
Cl 1.9447 -0.3265 -1.1258
Br -1.8475 -1.5965 -1.3381
I -0.6984 2.0121 1.9573

Which structure is the most stable? The one labeled Q.